No. 1
The following is a quantum chemistry calculation of a 15-piece molecular cluster, H30O15 overall at a distorted geometry, from the OMol25 dataset.

```
45
Properties=species:S:1:pos:R:3:lowdin_charge:R:1
H -0.422 0.182 -0.525 0.02
H 0.827 -0.717 -0.390 0.00
H -3.742 0.182 -1.015 0.11
H -2.646 1.344 -0.576 0.03
H 0.539 2.003 3.539 0.00
H 0.817 1.435 2.233 0.02
H -3.436 -3.415 -0.403 0.04
H -2.832 -2.092 -0.641 0.00
H 3.476 0.476 -0.499 0.11
H 3.275 0.648 1.071 -0.05
H 3.688 -1.311 -1.041 0.05
H 4.403 -1.997 0.078 0.02
H 2.512 -4.066 -0.358 0.07
H 0.957 -3.988 0.003 0.01
H 1.978 0.521 -2.996 -0.05
H 3.252 0.521 -3.816 0.07
H -0.001 4.421 0.181 0.01
H 1.441 4.068 -0.397 0.09
H -4.380 -0.918 0.961 0.06
H -5.884 -1.344 0.825 0.00
H -0.222 -3.506 2.481 0.07
H 1.073 -2.742 2.360 -0.01
H -0.964 -1.521 -1.827 0.09
H -0.239 -2.740 -1.665 -0.01
H -4.920 1.641 0.625 0.02
H -4.184 2.450 -0.471 -0.03
H 3.224 2.842 1.851 0.06
H 2.434 1.620 2.265 0.01
H -0.829 2.480 -1.151 -0.01
H -0.797 3.781 -1.892 0.04
O 0.567 0.198 -0.482 -0.08
O -3.001 0.449 -0.342 -0.11
O 0.670 1.200 3.152 0.01
O -3.617 -2.499 -0.273 -0.07
O 3.362 -0.015 0.407 -0.10
O 4.620 -1.605 -0.770 -0.11
O 1.696 -3.500 -0.349 -0.09
O 2.585 1.084 -3.353 -0.03
O 0.826 4.019 0.405 -0.07
O -5.098 -1.262 0.386 -0.07
O 0.491 -3.233 1.884 -0.01
O -0.630 -2.128 -1.119 -0.03
O -4.478 2.438 0.382 -0.01
O 3.346 1.945 2.173 -0.03
O -1.139 2.876 -1.953 -0.04
```

Properties
Gap between HOMO and LUMO: 9.6 eV
Total charge: 0
Energy relative to the best compared isomer or geometry (same formula, charge and spin): 5.792 eV

No. 2
The following is a quantum chemistry calculation of a 15-piece molecular cluster, H30O15 overall at a distorted geometry, from the OMol25 dataset.

```
45
Properties=species:S:1:pos:R:3:lowdin_charge:R:1
O -2.004 -0.522 1.385 -0.04
H -2.424 -0.374 2.259 0.10
H -2.475 -0.078 0.724 -0.03
O -0.054 0.772 3.401 -0.02
H -0.169 -0.147 3.254 -0.04
H -0.825 1.234 3.153 -0.01
O 1.585 -2.780 1.247 -0.05
H 2.505 -2.768 1.540 0.06
H 1.642 -2.435 0.352 -0.03
O -1.408 -1.941 -1.615 -0.05
H -0.528 -2.205 -1.802 -0.01
H -1.432 -0.985 -1.881 0.00
O -1.651 0.618 -2.551 -0.05
H -0.780 1.021 -2.653 -0.01
H -2.210 1.282 -2.972 0.09
O 2.328 3.299 -0.310 -0.03
H 1.691 2.829 -0.881 0.00
H 1.778 3.909 0.183 0.03
O 2.660 0.316 1.066 -0.03
H 2.997 -0.504 0.801 0.00
H 1.736 0.323 0.805 -0.02
O 0.193 -2.136 3.437 -0.10
H 0.707 -2.002 2.617 0.00
H -0.510 -2.773 3.156 0.01
O -2.038 -3.237 2.282 -0.07
H -1.975 -4.071 1.805 0.06
H -1.799 -2.527 1.625 0.04
O -3.317 0.879 -0.435 -0.01
H -3.398 1.813 -0.220 0.06
H -2.793 0.923 -1.219 -0.02
O 2.932 0.427 -1.695 -0.08
H 2.037 0.732 -2.013 0.00
H 2.973 0.727 -0.789 -0.01
O 1.612 -1.899 -1.219 -0.05
H 0.902 -1.281 -1.084 -0.01
H 2.380 -1.431 -1.556 0.04
O -0.768 2.581 -0.371 0.01
H -1.414 2.945 -0.918 0.03
H -0.468 3.395 0.027 0.08
O 0.214 0.165 0.079 -0.05
H -0.500 -0.079 0.697 0.03
H -0.165 0.967 -0.263 -0.01
O 0.812 1.459 -2.814 0.00
H 0.511 2.361 -2.910 0.09
H 0.910 1.199 -3.727 0.11
```

Properties
Gap between HOMO and LUMO: 8.4 eV
Total charge: 0
Energy relative to the best compared isomer or geometry (same formula, charge and spin): 2.040 eV

No. 3
The following is a quantum chemistry calculation of a 15-piece molecular cluster, H30O15 overall at a distorted geometry, from the OMol25 dataset.

```
45
Properties=species:S:1:pos:R:3:lowdin_charge:R:1
H -0.989 0.707 -0.170 0.10
H -0.869 -0.095 1.003 0.00
H -0.180 3.320 -2.012 0.08
H -0.116 2.135 -2.979 0.03
H -3.353 0.273 4.719 0.07
H -2.515 -0.446 5.803 -0.03
H -2.938 2.959 -1.989 0.03
H -2.461 2.271 -3.212 0.04
H 2.180 -0.761 -1.041 0.01
H 2.851 -2.007 -0.505 0.07
H 1.394 -2.940 1.120 0.07
H 1.285 -1.344 0.787 -0.01
H -0.913 -0.700 -2.819 0.04
H -0.623 -0.382 -1.344 0.06
H -1.210 1.980 3.490 0.09
H -0.556 1.093 2.430 -0.04
H 1.342 1.477 -3.348 0.01
H 1.841 0.807 -2.089 0.01
H 2.132 3.741 -0.042 0.05
H 0.915 3.151 -0.544 -0.03
H 0.507 -3.144 -1.057 0.04
H 1.880 -3.746 -1.208 0.13
H -0.084 -3.564 3.009 0.03
H -0.732 -3.917 1.703 -0.03
H -0.092 0.453 4.778 0.00
H -0.413 -0.802 5.761 0.06
H -4.593 2.022 -3.222 0.07
H -4.247 0.914 -2.237 0.08
H 2.097 -2.175 -2.725 -0.01
H 3.513 -1.536 -2.600 0.08
O -0.381 0.040 0.257 -0.01
O -0.260 2.356 -2.066 -0.15
O -2.720 0.368 5.467 -0.03
O -2.129 2.763 -2.440 -0.13
O 3.018 -0.994 -0.599 -0.09
O 1.029 -2.038 1.393 -0.07
O -0.867 0.075 -2.256 -0.09
O -0.395 1.461 3.242 -0.02
O 2.124 1.401 -2.802 -0.05
O 1.823 3.040 -0.635 -0.03
O 1.183 -3.204 -1.752 -0.11
O -0.834 -4.032 2.615 -0.04
O -0.071 -0.519 4.848 -0.12
O -3.880 1.670 -2.710 -0.05
O 2.977 -2.355 -2.495 -0.12
```

Properties
Gap between HOMO and LUMO: 7.8 eV
Total charge: 0
Energy relative to the best compared isomer or geometry (same formula, charge and spin): 9.488 eV

No. 4
The following is a quantum chemistry calculation of H30O15 as an isolated structure at a distorted geometry, from the OMol25 dataset.

```
45
Properties=species:S:1:pos:R:3:lowdin_charge:R:1
H -0.967 0.076 0.012 0.03
H 0.286 0.691 -0.373 0.07
H 4.016 -1.880 0.184 0.11
H 3.643 -3.291 0.292 0.02
H 3.411 0.656 0.909 -0.04
H 1.977 0.621 0.766 0.02
H -4.474 -0.641 2.366 0.10
H -4.467 0.030 1.006 0.04
H -3.592 0.597 -2.485 0.02
H -2.265 -0.273 -2.773 0.06
H 2.605 -2.274 -1.550 0.00
H 3.267 -3.575 -1.998 0.00
H -1.457 0.065 2.302 0.00
H -1.254 -1.256 1.528 0.04
H 0.378 -1.704 1.975 0.03
H 1.442 -1.482 0.940 -0.02
H -4.217 2.813 -0.551 0.00
H -4.296 2.953 -2.053 0.09
H -5.182 -2.884 0.783 0.13
H -4.096 -2.496 -0.379 0.04
H 2.709 1.378 -1.329 0.07
H 3.080 -0.014 -1.188 0.00
H -0.400 -1.476 -2.592 0.08
H -0.851 -1.725 -1.116 0.03
H 0.357 3.701 -1.155 0.04
H 0.698 4.403 0.052 -0.02
H 1.378 1.519 3.182 0.12
H 0.191 0.765 2.917 0.03
H 4.851 1.840 0.319 0.03
H 4.112 2.598 -0.742 0.03
O -0.274 0.598 0.461 -0.10
O 3.278 -2.528 -0.005 -0.02
O 2.679 0.926 1.364 -0.07
O -4.519 -0.870 1.352 -0.17
O -2.679 0.476 -2.229 -0.09
O 2.558 -3.007 -2.197 -0.07
O -1.401 -0.857 2.414 -0.05
O 0.737 -2.072 1.148 -0.05
O -4.882 2.983 -1.191 -0.09
O -4.818 -2.134 0.158 -0.15
O 3.492 0.806 -1.326 -0.03
O -0.548 -1.071 -1.712 -0.05
O 0.242 3.666 -0.197 -0.01
O 1.062 0.831 2.497 -0.14
O 4.191 2.519 0.215 -0.07
```

Properties
Gap between HOMO and LUMO: 8.1 eV
Total charge: 0
Energy relative to the best compared isomer or geometry (same formula, charge and spin): 10.021 eV

No. 5
The following is a quantum chemistry calculation of a 15-piece molecular cluster, H30O15 overall at a distorted geometry, from the OMol25 dataset.

```
45
Properties=species:S:1:pos:R:3:lowdin_charge:R:1
H 0.338 -0.492 0.381 0.11
H -1.124 -0.797 0.560 0.02
H -3.556 2.056 2.694 0.04
H -2.869 0.950 3.261 -0.03
H -2.880 -2.108 -0.029 -0.02
H -4.021 -1.733 -1.022 0.11
H -1.295 0.143 -2.976 0.01
H -1.006 1.579 -2.825 0.07
H -1.732 -1.243 -1.043 -0.02
H -2.743 -0.112 -0.800 0.07
H -0.336 -1.790 -2.502 0.08
H 1.151 -2.324 -2.061 0.02
H 1.976 2.567 0.280 0.05
H 1.812 3.360 -1.055 -0.07
H -2.927 -4.038 0.390 0.05
H -4.037 -4.013 1.376 0.05
H 0.286 2.039 1.868 0.01
H -0.657 2.601 2.915 0.05
H 3.363 -1.043 -1.897 0.09
H 3.799 -0.179 -0.625 0.02
H 1.807 -1.445 3.424 0.01
H 3.075 -0.955 3.881 0.07
H 4.448 1.075 1.078 -0.03
H 5.623 1.210 2.058 0.10
H 2.213 2.323 -3.767 0.02
H 1.913 2.103 -2.291 0.03
H 0.414 -3.069 0.213 0.07
H -1.038 -3.259 0.615 0.09
H -0.993 1.832 -0.946 0.05
H 0.228 2.581 -1.118 -0.03
O -0.590 -0.295 -0.051 -0.14
O -3.713 1.138 2.949 -0.03
O -3.484 -1.445 -0.259 -0.04
O -0.542 0.689 -2.759 -0.13
O -2.050 -0.448 -1.390 -0.15
O 0.590 -1.560 -2.173 -0.08
O 1.920 3.425 -0.168 0.01
O -3.931 -4.268 0.444 -0.08
O -0.448 1.786 2.434 -0.05
O 3.123 -0.809 -0.938 -0.09
O 2.110 -0.669 3.889 -0.08
O 4.962 1.757 1.472 -0.07
O 1.783 2.703 -3.039 -0.01
O -0.253 -2.588 0.752 -0.08
O -0.707 2.762 -1.201 -0.08
```

Properties
Gap between HOMO and LUMO: 7.7 eV
Total charge: 0
Energy relative to the best compared isomer or geometry (same formula, charge and spin): 9.174 eV

No. 6
The following is a quantum chemistry calculation of a 15-piece molecular cluster, H30O15 overall at a distorted geometry, from the OMol25 dataset.

```
45
Properties=species:S:1:pos:R:3:lowdin_charge:R:1
H 0.781 0.360 -0.571 0.01
H -0.558 0.884 -0.091 0.05
H 2.484 4.068 -0.132 -0.06
H 1.276 4.737 0.456 0.03
H 3.354 1.185 -2.928 -0.04
H 4.240 0.683 -3.890 0.08
H -0.811 -4.135 -1.132 0.05
H 0.667 -4.013 -0.795 0.01
H -3.863 3.587 -0.524 -0.02
H -3.142 4.570 0.462 0.06
H 4.945 -2.482 1.413 -0.01
H 4.176 -2.295 0.050 0.06
H -1.007 -0.910 -2.612 -0.03
H -0.787 -1.512 -1.233 0.05
H 1.949 -0.555 4.717 0.03
H 1.847 -0.716 3.185 0.02
H -3.159 2.359 -2.556 0.00
H -2.277 3.382 -2.174 0.09
H 3.605 2.433 -1.198 0.01
H 3.265 1.067 -0.936 0.06
H -2.971 -2.369 -4.002 0.12
H -2.496 -2.092 -2.584 -0.03
H -3.567 -2.032 -0.363 -0.01
H -4.960 -2.219 0.262 0.07
H 3.261 -4.152 1.280 0.03
H 2.161 -3.120 0.868 0.04
H -3.347 -0.569 1.138 0.04
H -4.702 -0.078 0.953 0.07
H -0.894 0.112 4.169 0.03
H -1.401 0.624 5.432 0.02
O 0.369 1.206 -0.307 -0.11
O 2.195 4.820 0.265 0.00
O 4.164 1.428 -3.248 -0.02
O 0.047 -3.879 -1.500 -0.04
O -3.609 3.696 0.388 -0.09
O 4.524 -1.873 0.872 -0.06
O -0.660 -0.720 -1.792 -0.03
O 1.377 -0.494 3.967 -0.02
O -2.845 2.693 -1.776 -0.02
O 3.720 1.844 -0.449 -0.07
O -2.162 -2.458 -3.371 -0.06
O -4.038 -2.477 0.279 -0.08
O 2.856 -3.335 1.506 -0.05
O -4.212 -0.897 1.086 -0.09
O -1.485 0.846 4.499 -0.09
```

Properties
Gap between HOMO and LUMO: 8.0 eV
Total charge: 0
Energy relative to the best compared isomer or geometry (same formula, charge and spin): 8.791 eV